Record 1
Here is an isolated molecule of C4H6Si2 from the OMol25 dataset. Energies are from the ωB97M-V functional and the def2-TZVPD basis.

LUMO (alpha / beta) = -1.184 / -1.173 eV
HOMO (alpha / beta) = -8.071 / -8.030 eV
Kohn-Sham gap (alpha / beta) = 6.9 / 6.9 eV
Energy above the lowest of the compared OMol25 structures with the same formula, charge and spin = 97.8 kcal per mole
Charge = 0
2S+1 = 1

Last column: Löwdin charge in e.
Cartesian coordinates (Å):
C (-0.26487, -1.46321, -1.79311)  -0.065
C (0.00420, 1.90864, 0.73231)  -0.380
C (-0.92791, -0.52111, 0.66878)  -0.200
C (-0.46715, 0.60291, 0.66128)  -0.339
Si (-1.09136, -2.11544, -0.27162)  0.451
Si (1.76724, 2.08797, 0.61783)  0.808
H (-0.98792, -1.55771, -2.69994)  -0.039
H (-0.72238, 2.68072, 0.78442)  0.019
H (-0.15112, -2.86281, 0.69520)  -0.027
H (-2.40774, -2.60747, -0.43762)  -0.083
H (2.79705, 3.18391, 0.53471)  -0.103
H (2.45197, 0.66359, 0.50775)  -0.041

---

Record 2
Here is C4H7AgLiO2 as an isolated structure from the OMol25 dataset. Energies are from the ωB97M-V functional and the def2-TZVPD basis.

LUMO (alpha / beta) = -4.189 / -4.683 eV
HOMO (alpha / beta) = -9.889 / -12.701 eV
Kohn-Sham gap (alpha / beta) = 5.7 / 8.0 eV
Energy above the lowest of the compared OMol25 structures with the same formula, charge and spin = 116.9 kcal per mole
Charge = +1
2S+1 = 3

Last column: Löwdin charge in e.
Cartesian coordinates (Å):
O (-1.52734, 0.36221, -1.59985)  -0.241
C (-0.63656, -0.53410, -1.72315)  -0.164
C (0.46767, -0.73984, -0.74084)  -0.172
Li (-3.32916, 0.05246, -1.87654)  0.684
H (-0.59598, -1.03101, -2.70719)  0.140
H (0.29272, -1.71995, -0.27069)  0.135
H (1.39172, -0.86887, -1.33015)  0.142
C (0.83286, -0.15854, 1.56699)  -0.177
C (0.72457, 0.41786, 0.25075)  -0.189
O (1.45167, 0.49928, 2.57241)  0.004
H (0.25232, -1.02564, 1.89975)  0.136
H (0.61335, 1.24833, -0.47265)  0.094
H (0.51658, 1.77392, 0.78194)  0.136
H (2.14262, -0.04156, 2.96717)  0.121
Ag (-2.59704, 1.76546, 0.68205)  0.351

---

Record 3
Here is C4H7AlBNO as an isolated structure from the OMol25 dataset. Energies are from the ωB97M-V functional and the def2-TZVPD basis.

LUMO = -13.454 eV
HOMO = -18.459 eV
Kohn-Sham gap = 5.0 eV
Energy above the lowest of the compared OMol25 structures with the same formula, charge and spin = 122.1 kcal per mole
Charge = +2
2S+1 = 1

Last column: Löwdin charge in e.
Cartesian coordinates (Å):
C (2.61573, -0.50232, 0.88717)  0.149
C (1.74617, 0.55185, 0.47274)  -0.148
C (0.54090, 1.45914, -0.24991)  -0.211
N (-0.28288, 0.65814, -1.24261)  0.334
B (-1.06083, -0.45729, -0.56208)  -0.388
C (-2.24243, -0.19610, 0.59010)  0.062
O (-0.81716, -1.89174, -0.94834)  0.084
H (3.22428, -1.52446, 0.99193)  0.160
H (-0.08985, 1.97264, 0.59666)  0.192
H (1.12624, 2.28413, -0.88295)  0.141
H (-2.18688, 0.90429, 1.04388)  0.109
H (-3.28067, -0.37732, 0.02942)  0.148
H (-2.15944, -1.02643, 1.44338)  0.146
H (0.04749, -2.15386, -0.50873)  0.127
Al (2.81933, 0.29933, -1.66067)  1.094

---

Record 4
Here is C4H7BF8O4SSb as an isolated structure from the OMol25 dataset. Energies are from the ωB97M-V functional and the def2-TZVPD basis.

LUMO = 2.508 eV
HOMO = -5.500 eV
Kohn-Sham gap = 8.0 eV
Energy above the lowest of the compared OMol25 structures with the same formula, charge and spin = 134.0 kcal per mole
Charge = -1
2S+1 = 1

Last column: Löwdin charge in e.
Cartesian coordinates (Å):
C (3.04755, -1.30247, 0.69849)  -0.127
B (2.26071, -0.83806, -0.70598)  -0.477
O (2.87098, -1.07738, -2.05724)  -0.069
Sb (0.22805, 0.11693, -0.43674)  1.135
O (0.39394, 1.05475, -2.27968)  -0.452
C (-1.75332, 1.07013, -0.19669)  -0.310
F (-1.79938, 2.14506, 0.85686)  -0.066
F (-2.04041, 1.79401, -1.49137)  -0.068
C (-3.00491, 0.03709, 0.03647)  -0.156
F (-4.12250, 0.87019, 0.61997)  -0.004
F (-3.55858, -0.55687, -1.21069)  0.022
C (-2.72476, -1.16422, 1.11647)  -0.154
F (-2.03159, -0.72807, 2.36271)  0.024
F (-4.08597, -1.64173, 1.56576)  0.000
F (-2.08716, -2.38413, 0.49550)  -0.014
S (1.26572, 2.16789, 0.52721)  0.680
O (2.84022, 2.06707, 0.54049)  -0.461
O (0.86254, 3.34476, -0.40574)  -0.430
F (0.81262, 2.42706, 2.17675)  -0.353
H (2.19418, -1.78279, 1.37300)  0.055
H (3.42845, -0.35898, 1.31829)  0.080
H (3.90641, -2.08754, 0.49501)  0.066
H (2.30907, -1.79884, -2.51351)  0.114
H (0.22909, -0.57291, 1.17090)  -0.024
H (-0.44163, -1.34198, -1.16687)  -0.021
H (1.00068, 0.54103, -2.88939)  0.009

---

Record 5
Here is an isolated molecule of C4H7BO2S from the OMol25 dataset. Energies are from the ωB97M-V functional and the def2-TZVPD basis.

LUMO = -0.128 eV
HOMO = -8.193 eV
Kohn-Sham gap = 8.1 eV
Energy above the lowest of the compared OMol25 structures with the same formula, charge and spin = 67.9 kcal per mole
Charge = 0
2S+1 = 1

Last column: Löwdin charge in e.
Cartesian coordinates (Å):
C (2.07157, -2.08330, -0.38452)  -0.127
C (1.10919, -0.98808, -0.67679)  -0.149
C (0.36391, -0.48810, 0.42553)  -0.087
C (-0.79488, 0.62972, 0.98702)  -0.620
S (-0.97953, 0.52189, 2.52282)  0.832
B (-1.51686, 1.74867, 0.09388)  -0.829
O (-1.75064, 2.88305, 0.69537)  0.181
O (-2.04154, 1.30560, -1.06470)  0.182
H (1.90232, -2.89693, -1.09769)  0.079
H (1.87847, -2.39461, 0.65317)  0.078
H (3.07193, -1.86060, -0.56708)  0.049
H (1.11827, -0.60579, -1.67439)  0.080
H (0.39072, -1.34896, 1.14891)  0.054
H (-2.08048, 3.79897, 0.47099)  0.161
H (-2.74246, 1.77847, -1.53251)  0.116

---

Record 6
Here is an isolated molecule of C4H7Br from the OMol25 dataset. Energies are from the ωB97M-V functional and the def2-TZVPD basis.

LUMO = 0.875 eV
HOMO = -10.150 eV
Kohn-Sham gap = 11.0 eV
Energy above the lowest of the compared OMol25 structures with the same formula, charge and spin = 32.0 kcal per mole
Charge = 0
2S+1 = 1

Last column: Löwdin charge in e.
Cartesian coordinates (Å):
Br (-1.49209, 2.44821, -1.38901)  0.554
C (0.06456, 1.20916, -1.19452)  -0.531
C (0.13311, 0.48416, 0.13376)  -0.435
C (0.52709, -0.89816, 0.58981)  -0.076
C (-0.95082, -0.44237, 0.52193)  -0.128
H (0.96813, 1.87585, -1.39514)  0.083
H (-0.05621, 0.51267, -1.94433)  0.019
H (0.20243, 1.24365, 0.91368)  0.124
H (1.08374, -1.70635, -0.01748)  0.135
H (0.97706, -0.81064, 1.48493)  0.041
H (-1.42713, -0.73054, -0.44377)  0.111
H (-1.59255, -0.09657, 1.32500)  0.104

---

no.,maximum force (eV/A)
1,3.286
2,4.239
3,9.438
4,7.997
5,5.657
6,3.398